ORCA calculation (ωB97M-V/def2-TZVPD) on 13 unconnected molecules or ions with the total composition C52H98F6O37.

Bonds (Å) are listed after each position.
Geometry (Å):
1 F 4.67811 -1.05240 -1.15785  C59 1.334
2 F 3.26939 -0.04684 0.08797  C59 1.327
3 F 3.28564 0.37492 -2.03266  C59 1.317
4 F -0.09639 1.43083 6.24412  C77 1.325
5 F -0.70765 -0.63461 6.08960  C77 1.341
6 F -2.16403 0.85994 6.60652  C77 1.338
7 O 1.74811 4.54684 2.21304  C76 1.317, C90 1.416
8 O 4.04976 -0.41673 4.29103  C57 1.316, C89 1.426
9 O -0.27391 -3.56887 4.82410  C93 1.198
10 O 1.17247 6.01693 -2.23256  C84 1.412, C92 1.329
11 O -3.10718 5.15862 -3.41319  C69 1.443, C88 1.339
12 O -1.56585 0.12323 1.52681  C80 1.205
13 O 5.09964 0.83348 5.80012  C57 1.191
14 O -3.19180 5.58543 -5.51958  C47 1.405, C88 1.336
15 O -0.78013 -0.15100 -5.73218  C50 1.336, C94 1.418
16 O -3.67106 -6.71791 3.09736  C95 1.198
17 O -0.10365 3.59763 2.67240  C53 1.431, C76 1.323
18 O 2.48502 -2.53732 -0.36013  C73 1.306, C87 1.425
19 O 3.11523 5.12880 -2.93306  C92 1.200
20 O 1.92488 -1.94993 -2.41820  C73 1.184
21 O -1.47462 -4.55339 6.49363  C54 1.432, C93 1.323
22 O 2.87805 3.15497 -6.84983  C61 1.437, C71 1.332
23 O -0.77173 -5.65844 -2.21043  C55 1.209
24 O 0.55196 -0.09712 8.55089  C82 1.174
25 O -2.83539 -6.41701 -2.75136  C55 1.327, C56 1.421
26 O -2.85335 7.31174 -4.09915  C88 1.202
27 O -3.02600 -6.24111 1.00240  C66 1.421, C95 1.326
28 O 2.07319 4.56288 -0.99312  C85 1.420, C92 1.323
29 O 0.30248 -0.64715 -7.62538  C50 1.193
30 O -5.82123 -0.96266 -1.81927  C72 1.193
31 O -1.55154 0.46150 9.04022  C75 1.435, C82 1.309
32 O 0.72691 -1.65831 -5.63438  C50 1.324, C60 1.424
33 O 4.80858 2.30459 -7.62494  C71 1.192
34 O -0.04256 0.04553 -0.16068  C48 1.435, C80 1.332
35 O -2.34761 -4.35847 -3.17002  C55 1.332, C68 1.424
36 O -4.37421 0.71745 -2.29238  C72 1.328, C91 1.433
37 O 0.57014 -0.54245 1.81698  C45 1.417, C80 1.337
38 O 0.48814 -3.83694 6.89877  C79 1.438, C93 1.328
39 O 5.29416 -1.40080 5.72805  C51 1.429, C57 1.321
40 O -4.17299 -0.31195 -0.45378  C72 1.325, C78 1.420
41 O 3.44610 3.53740 -8.90412  C65 1.414, C71 1.328
42 O -2.84893 -8.25397 1.66707  C63 1.423, C95 1.318
43 O 1.60334 3.29396 4.09113  C76 1.204
44 C 2.26455 -4.88504 -1.00953  C87 1.515, H162 1.091, H167 1.093, H179 1.088
45 C 0.26541 -1.16126 3.05513  O37 1.417, H122 1.091, H136 1.092, H187 1.085
46 C -3.31836 4.32619 -1.16265  C69 1.513, H141 1.090, H160 1.088, H163 1.091
47 C -3.09729 6.39098 -6.66732  O14 1.405, H119 1.082, H135 1.095, H183 1.094
48 C -0.94623 0.69410 -1.06666  O34 1.435, C64 1.503, H125 1.090, H139 1.096
49 C -2.38413 2.93295 2.92331  C53 1.508, H96 1.090, H120 1.087, H170 1.087
50 C 0.11457 -0.82443 -6.46059  O15 1.336, O29 1.193, O32 1.324
51 C 6.17960 -1.42083 6.84970  O39 1.429, C86 1.518, H137 1.090, H165 1.086
52 C -1.55006 -4.35760 1.48159  C66 1.525, H101 1.087, H116 1.092, H148 1.089
53 C -0.99774 2.86069 3.51150  O17 1.431, C49 1.508, H104 1.095, H161 1.096
54 C -2.59644 -4.97453 5.70964  O21 1.432, H110 1.086, H175 1.090, H176 1.090
55 C -1.88278 -5.49782 -2.66020  O23 1.209, O25 1.327, O35 1.332
56 C -2.51206 -7.72758 -2.30812  O25 1.421, H133 1.091, H144 1.085, H182 1.093
57 C 4.85266 -0.22592 5.31641  O8 1.316, O13 1.191, O39 1.321
58 C 0.64209 5.95077 -4.65157  C84 1.520, H147 1.094, H178 1.096, H190 1.089
59 C 3.43645 -0.56473 -1.12208  F1 1.334, F2 1.327, F3 1.317, C73 1.544
60 C 1.75657 -2.46253 -6.20115  O32 1.424, H108 1.084, H118 1.090, H143 1.094
61 C 3.25424 2.97056 -5.47499  O22 1.437, C83 1.514, H117 1.092, H146 1.087
62 C -1.28006 2.17428 -6.37973  C94 1.517, H180 1.090, H186 1.088, H189 1.091
63 C -2.67913 -9.23663 2.68189  O42 1.423, H127 1.089, H128 1.090, H150 1.087
64 C -0.26727 1.07396 -2.35224  C48 1.503, H100 1.089, H103 1.091, H173 1.090
65 C 4.39136 3.59675 -9.95431  O41 1.414, H97 1.094, H111 1.089, H185 1.085
66 C -2.97500 -4.84010 1.23364  O27 1.421, C52 1.525, H124 1.096, H154 1.093
67 C -0.84087 1.14152 11.28357  C75 1.521, H107 1.088, H132 1.090, H140 1.090
68 C -1.45351 -3.25038 -3.20976  O35 1.424, C81 1.517, H145 1.090, H158 1.091
69 C -3.08152 5.54769 -2.02380  O11 1.443, C46 1.513, H184 1.088, H192 1.091
70 C -4.56981 2.32949 -4.10165  C91 1.525, H113 1.087, H166 1.090, H181 1.090
71 C 3.80840 2.93539 -7.77696  O22 1.332, O33 1.192, O41 1.328
72 C -4.93594 -0.21658 -1.53335  O30 1.193, O36 1.328, O40 1.325
73 C 2.44854 -1.72322 -1.38031  O18 1.306, O20 1.184, C59 1.544
74 C 2.62842 -3.17671 7.72161  C79 1.506, H99 1.090, H102 1.085, H105 1.100
75 C -1.40093 0.03561 10.40252  O31 1.435, C67 1.521, H131 1.089, H191 1.088
76 C 1.14871 3.74878 3.07287  O7 1.317, O17 1.323, O43 1.204
77 C -0.88404 0.50582 6.77288  F4 1.325, F5 1.341, F6 1.338, C82 1.543
78 C -4.38568 -1.39935 0.43359  O40 1.420, H130 1.086, H171 1.091, H172 1.086
79 C 1.74645 -3.26365 6.50373  O38 1.438, C74 1.506, H155 1.087, H164 1.098
80 C -0.46788 -0.11614 1.09092  O12 1.205, O34 1.332, O37 1.337
81 C -2.26771 -1.98807 -3.41927  C68 1.517, H106 1.089, H115 1.089, H142 1.097
82 C -0.51785 0.28673 8.25555  O24 1.174, O31 1.309, C77 1.543
83 C 3.19913 1.51232 -5.07260  C61 1.514, H123 1.084, H149 1.087, H168 1.092
84 C 0.96624 6.76682 -3.41137  O10 1.412, C58 1.520, H121 1.088, H169 1.094
85 C 2.85763 3.42074 -0.68124  O28 1.420, H109 1.090, H112 1.083, H159 1.091
86 C 7.56699 -0.92450 6.48335  C51 1.518, H153 1.094, H157 1.087, H188 1.090
87 C 1.63268 -3.67890 -0.34418  O18 1.425, C44 1.515, H129 1.091, H177 1.081
88 C -3.06197 6.14786 -4.31416  O11 1.339, O14 1.336, O26 1.202
89 C 3.29506 0.70188 3.82943  O8 1.426, H138 1.100, H156 1.082, H174 1.091
90 C 3.08281 4.98365 2.39311  O7 1.416, H134 1.083, H151 1.097, H152 1.088
91 C -4.81960 0.89706 -3.64284  O36 1.433, C70 1.525, H98 1.098, H114 1.089
92 C 2.19964 5.17610 -2.15900  O10 1.329, O19 1.200, O28 1.323
93 C -0.41738 -3.98359 5.93917  O9 1.198, O21 1.323, O38 1.328
94 C -1.71497 0.72161 -6.34540  O15 1.418, C62 1.517, H126 1.089, H193 1.094
95 C -3.19868 -7.04129 2.04536  O16 1.198, O27 1.326, O42 1.318
96 H -2.66298 3.98600 2.90152  C49 1.090
97 H 5.31769 4.04278 -9.58103  C65 1.094
98 H -4.13364 0.24652 -4.20050  C91 1.098
99 H 3.52457 -2.58547 7.53377  C74 1.090
100 H 0.60163 1.68984 -2.12432  C64 1.089
101 H -0.88041 -5.02717 0.94710  C52 1.087
102 H 2.09416 -2.85618 8.61034  C74 1.085
103 H -1.00679 1.61157 -2.94806  C64 1.091
104 H -0.59362 1.85339 3.65791  C53 1.095
105 H 3.08396 -4.15257 7.94621  C74 1.100
106 H -2.78981 -1.90052 -4.37047  C81 1.089
107 H -1.02796 0.94276 12.33649  C67 1.088
108 H 2.09000 -3.20251 -5.48191  C60 1.084
109 H 2.49636 2.52669 -1.18852  C85 1.090
110 H -3.37198 -5.19957 6.43628  C54 1.086
111 H 4.66968 2.63856 -10.39003  C65 1.089
112 H 2.74167 3.23631 0.37978  C85 1.083
113 H -3.51898 2.57246 -3.96943  C70 1.087
114 H -5.83475 0.57096 -3.86234  C91 1.089
115 H -2.83215 -1.78205 -2.51155  C81 1.089
116 H -1.32528 -4.42789 2.54819  C52 1.092
117 H 4.25379 3.32992 -5.22358  C61 1.092
118 H 2.61825 -1.89858 -6.55969  C60 1.090
119 H -3.56607 5.94349 -7.53343  C47 1.082
120 H -3.10492 2.40497 3.54286  C49 1.087
121 H 0.14470 7.45503 -3.22144  C84 1.088
122 H -0.77920 -1.46421 3.14149  C45 1.091
123 H 2.33398 1.17484 -4.51310  C83 1.084
124 H -3.61360 -4.52043 2.06482  C66 1.096
125 H -1.85245 0.09900 -1.18206  C48 1.090
126 H -2.01938 0.35092 -7.32309  C94 1.089
127 H -1.64731 -9.27326 3.02932  C63 1.089
128 H -3.36477 -9.04154 3.50622  C63 1.090
129 H 0.75554 -3.47512 -0.96029  C87 1.091
130 H -5.03217 -1.06279 1.23921  C78 1.086
131 H -0.77266 -0.84875 10.50156  C75 1.089
132 H -1.29699 2.08861 10.99472  C67 1.090
133 H -1.55142 -8.13582 -2.62410  C56 1.091
134 H 3.32006 5.86391 1.80905  C90 1.083
135 H -3.54320 7.37158 -6.47243  C47 1.095
136 H 0.75298 -2.13576 3.11998  C45 1.092
137 H 6.30536 -2.49331 6.99601  C51 1.090
138 H 3.95001 1.36888 3.24959  C89 1.100
139 H -1.29606 1.63038 -0.61711  C48 1.096
140 H 0.23628 1.23518 11.14713  C67 1.090
141 H -3.51780 4.68326 -0.15184  C46 1.090
142 H -1.53408 -1.18021 -3.53280  C81 1.097
143 H 1.34132 -2.99003 -7.06466  C60 1.094
144 H -3.28947 -8.39851 -2.65764  C56 1.085
145 H -0.91892 -3.15557 -2.26495  C68 1.090
146 H 2.61318 3.67425 -4.95098  C61 1.087
147 H -0.24943 6.36434 -5.13324  C58 1.094
148 H -1.47009 -3.30793 1.20133  C52 1.089
149 H 3.30126 0.88916 -5.95757  C83 1.087
150 H -2.92502 -10.20326 2.24936  C63 1.087
151 H 3.20719 5.33706 3.42460  C90 1.097
152 H 3.74234 4.12384 2.29447  C90 1.088
153 H 7.75872 -1.21938 5.44786  C86 1.094
154 H -3.44299 -4.34306 0.38070  C66 1.093
155 H 2.18861 -3.73226 5.62834  C79 1.087
156 H 2.76099 1.23971 4.60170  C89 1.082
157 H 7.69080 0.15394 6.54374  C86 1.087
158 H -0.70804 -3.31950 -4.00354  C68 1.091
159 H 3.90696 3.54092 -0.95529  C85 1.091
160 H -4.13963 3.68613 -1.47819  C46 1.088
161 H -0.94245 3.26002 4.53117  C53 1.096
162 H 1.57029 -5.72416 -0.93982  C44 1.091
163 H -2.42945 3.69448 -1.12579  C46 1.091
164 H 1.50524 -2.22683 6.23531  C79 1.098
165 H 5.74570 -0.97054 7.73750  C51 1.086
166 H -5.19302 3.01644 -3.52966  C70 1.090
167 H 3.17062 -5.24724 -0.51793  C44 1.093
168 H 4.08190 1.23683 -4.49209  C83 1.092
169 H 1.80097 7.44946 -3.59645  C84 1.094
170 H -2.31741 2.47349 1.94009  C49 1.087
171 H -4.84456 -2.22571 -0.11097  C78 1.091
172 H -3.44088 -1.77914 0.81158  C78 1.086
173 H 0.09139 0.24011 -2.95634  C64 1.090
174 H 2.67590 0.32934 3.01177  C89 1.091
175 H -2.43245 -5.88422 5.13234  C54 1.090
176 H -2.91643 -4.18382 5.03051  C54 1.090
177 H 1.36460 -3.86583 0.68617  C87 1.081
178 H 0.31585 4.91851 -4.47743  C58 1.096
179 H 2.46109 -4.65925 -2.05508  C44 1.088
180 H -0.93915 2.51140 -5.40035  C62 1.090
181 H -4.88553 2.35721 -5.14462  C70 1.090
182 H -2.48207 -7.71768 -1.21598  C56 1.093
183 H -2.06040 6.65245 -6.89953  C47 1.094
184 H -3.81826 6.31091 -1.78215  C69 1.088
185 H 3.97926 4.26500 -10.70270  C65 1.085
186 H -2.08798 2.80732 -6.74025  C62 1.088
187 H 0.54935 -0.59798 3.93853  C45 1.085
188 H 8.35399 -1.42137 7.05044  C86 1.090
189 H -0.43530 2.23803 -7.06649  C62 1.091
190 H 1.42424 5.85389 -5.40246  C58 1.089
191 H -2.40753 -0.21755 10.72792  C75 1.088
192 H -2.07577 5.92978 -1.84202  C69 1.091
193 H -2.59257 0.66250 -5.69511  C94 1.094

Values from the calculation:
frontier orbital gap = 0.4041 Eh
ΔE to the lowest compared entry with this formula, charge and spin = 0.0 kJ/mol
F_max = 2.191 eV Å⁻¹
calculated total energy = -5423.38426 a.u.
highest occupied orbital energy = -10.5 eV
multiplicity = 1